(1)
Density functional theory data (ωB97M-V/def2-TZVPD) for a structure of composition C3H2O3Tb in a non-equilibrium geometry.

Structure (XYZ):
```
9
Properties=species:S:1:pos:R:3
C 1.5633 0.0284 1.3145
C 0.6392 0.8653 0.9518
O -0.1735 1.4517 0.3223
C -0.9747 -1.0665 -1.8098
O -0.1318 -1.8491 -1.9216
O -1.8433 -0.3300 -1.5445
H 1.8262 -0.0600 2.3687
Tb -2.6992 1.7659 -0.2803
H 1.7938 -0.8057 0.5989
```

The multiplicity is 8. As for the charge: +2. As for the expectation value of S²: 15.76. The total energy comes out at -31701.1554 eV. As for the LUMO energy (spin up / spin down): -9.11 / -9.86 eV. Its energy relative to the best compared isomer or geometry (same formula, charge and spin) is 0.0 kcal per mole.

Here are the Löwdin charges for atoms 1 to 6, given in e: 0.11 -0.22 -0.09 -0.33 0.33 -0.01

***

(2)
Density functional theory data (ωB97M-V/def2-TZVPD) for a cluster of 19 separate species, C49H142N32O25 in total in a non-equilibrium geometry.

Structure (XYZ):
```
248
Properties=species:S:1:pos:R:3
C -0.2555 -31.5036 22.8837
O -0.3139 -31.7710 24.0645
N -1.2965 -31.6696 22.0719
N 0.8999 -30.9124 22.4333
H -1.3188 -31.3940 21.0977
H -2.1623 -31.8476 22.5105
H 0.9881 -30.5796 21.5032
H 1.6094 -30.8231 23.1247
C -0.4783 -29.3306 30.8775
O -0.7976 -30.5070 31.0346
N 0.3514 -28.7889 29.9417
N -0.8517 -28.4011 31.8825
H 0.7405 -29.4140 29.2356
H 0.4865 -27.8115 29.9997
H -0.8983 -27.3997 31.6816
H -1.6513 -28.7226 32.4079
C 6.2379 -26.6496 24.5644
O 6.4660 -25.9093 23.6013
N 5.8467 -26.0890 25.7560
N 6.2975 -28.0494 24.4718
H 5.8991 -26.6522 26.6089
H 5.7799 -25.1067 25.8578
H 6.3678 -28.4807 23.5876
H 5.7873 -28.5004 25.2114
C 5.6722 -29.6286 27.8570
O 5.2264 -29.2879 26.7802
N 6.8882 -29.1683 28.2094
N 5.0036 -30.4637 28.6586
H 7.3947 -29.5539 28.9903
H 7.4433 -28.9128 27.4302
H 5.1174 -30.4560 29.6571
H 4.0306 -30.5488 28.3630
C -0.1373 -24.4420 30.2905
O -0.0689 -25.6440 30.3246
N -0.7813 -23.7530 29.2772
N 0.4971 -23.7627 31.4414
H -1.2179 -24.3535 28.5359
H -0.9029 -22.7681 29.2489
H 0.5236 -24.3488 32.2476
H 0.3375 -22.7963 31.6103
C 1.3613 -30.8166 27.2956
O 2.0701 -30.6665 28.2983
N 1.2359 -29.9035 26.3018
N 0.7403 -32.0044 27.1455
H 0.7174 -30.1009 25.4411
H 1.7374 -29.0260 26.4021
H 1.0611 -32.6948 27.8532
H 0.3616 -32.2883 26.2572
C -0.0002 -24.1626 18.4224
O 0.3566 -25.3101 18.6523
N -0.3788 -23.8235 17.1603
N 0.0458 -23.2678 19.4507
H -0.9266 -22.9558 17.0992
H -0.7301 -24.6455 16.6496
H 0.3081 -23.5951 20.3685
H -0.2779 -22.3127 19.3957
C -3.9282 -21.8487 21.9739
O -4.8860 -21.5755 21.2822
N -3.6467 -21.0927 23.2081
N -3.1978 -23.0582 21.7601
H -2.7515 -21.1937 23.6840
H -3.8752 -20.0947 23.1891
H -3.4756 -23.4250 20.8616
H -2.2551 -23.1354 22.0692
C 0.6716 -22.3212 22.5806
O -0.4013 -21.8721 22.9586
N 0.8383 -23.6988 22.2223
N 1.6672 -21.3477 22.3418
H 0.3305 -24.3520 22.8346
H 1.8028 -23.9655 22.2613
H 1.6189 -20.5297 22.9143
H 2.6103 -21.6840 22.1923
C -2.1804 -25.9802 26.9416
O -1.7321 -24.8193 27.0911
N -3.4456 -26.2355 27.1356
N -1.3385 -26.9382 26.5788
H -3.8886 -27.1206 26.9349
H -4.0261 -25.4487 27.3784
H -1.6492 -27.8894 26.8301
H -0.3675 -26.7541 26.6994
C 3.1188 -27.8685 20.5656
O 2.0859 -28.5030 20.4840
N 3.3304 -26.7525 19.6545
N 4.0405 -28.0802 21.4883
H 4.2922 -26.5323 19.5445
H 2.8170 -27.0189 18.8036
H 3.7013 -28.6987 22.2473
H 4.8790 -27.5266 21.6023
C -6.0843 -25.7001 22.7323
O -6.9069 -26.5032 22.3612
N -5.6736 -24.6717 21.9114
N -5.5155 -25.8745 24.0608
H -4.9155 -24.1738 22.3227
H -6.1335 -24.2486 21.1330
H -4.5756 -25.5679 24.2836
H -5.6877 -26.8168 24.3426
C -1.7673 -29.3883 18.5922
O -1.5142 -30.5488 18.8150
N -1.0270 -28.2891 18.9838
N -3.0419 -29.0342 18.1182
H -1.2411 -27.3718 18.6586
H -0.0832 -28.5442 19.2313
H -3.7196 -29.7668 18.0957
H -3.3441 -28.0713 18.0451
C -5.7922 -31.7764 34.4423
O -4.7745 -31.0475 33.9021
C -4.3448 -31.4592 32.6162
C -4.4490 -30.3590 31.5231
N -3.8036 -30.8263 30.2615
C -3.7272 -29.7553 29.3040
C -3.3393 -30.4093 27.9697
O -3.0490 -29.5447 26.9055
C -2.3672 -30.2403 25.9225
H -5.8527 -31.5969 35.5363
H -5.7023 -32.8456 34.3073
H -6.7768 -31.5340 34.0540
H -4.8155 -32.4183 32.3473
H -3.2656 -31.6468 32.6232
H -3.9158 -29.4430 31.8594
H -5.5502 -30.2083 31.3756
H -2.8522 -31.1204 30.3953
H -3.0137 -28.9766 29.5828
H -4.6958 -29.2662 29.1427
H -4.1275 -31.0307 27.4887
H -2.4558 -31.0397 28.2132
H -2.0957 -29.6571 25.0363
H -2.9044 -31.0493 25.4217
H -1.4283 -30.6666 26.2907
C -7.7673 -20.8424 15.0240
O -8.4510 -20.1915 16.1493
C -8.1436 -20.9506 17.3471
C -6.7379 -20.7004 17.8362
N -5.8621 -21.7859 17.5262
C -4.4751 -21.7235 18.0971
C -3.7385 -23.0291 18.0934
O -4.3351 -23.9869 19.0579
C -3.6124 -25.1866 19.1519
H -6.7341 -20.4872 14.9579
H -8.4162 -20.7204 14.1714
H -7.6464 -21.9113 15.2316
H -8.3096 -21.9957 17.1123
H -8.9668 -20.6775 18.0619
H -6.8834 -20.5638 18.9134
H -6.4617 -19.7357 17.3687
H -5.7136 -21.8362 16.5258
H -4.5114 -21.3407 19.1179
H -3.8736 -21.0313 17.5063
H -2.6955 -22.8481 18.4411
H -3.6070 -23.5561 17.1245
H -2.5500 -25.0238 19.3309
H -3.6503 -25.7548 18.1864
H -4.0309 -25.7257 19.9963
C -6.2728 -30.6810 23.3796
O -6.9652 -31.9114 23.7359
C -6.8011 -32.1305 25.1209
C -7.5590 -33.3358 25.5125
N -9.0121 -33.1537 25.4023
C -9.8244 -34.2417 26.0077
C -9.5157 -35.7095 25.4935
O -9.6760 -35.7245 24.1296
C -9.3986 -36.9773 23.5398
H -5.1958 -30.8103 23.4352
H -6.5712 -29.8696 24.0342
H -6.3805 -30.4869 22.3409
H -7.2821 -31.2892 25.6534
H -5.7048 -32.1695 25.4074
H -7.2178 -33.5970 26.5210
H -7.2224 -34.1758 24.9680
H -9.2179 -33.1132 24.4242
H -10.8883 -34.1032 25.8471
H -9.8301 -34.2998 27.0896
H -10.2402 -36.4830 25.8865
H -8.4880 -36.0551 25.7859
H -8.3858 -37.3637 23.7893
H -9.4831 -36.8731 22.4632
H -10.1058 -37.7666 23.8423
C 2.9080 -23.2267 27.8457
O 3.7694 -23.5974 26.8084
C 3.6069 -22.8007 25.6765
C 4.6453 -23.1566 24.5585
N 6.0784 -22.8043 24.7148
C 6.2974 -21.3826 24.3014
C 6.1228 -21.1486 22.8233
O 7.0269 -22.0479 22.2235
C 6.8272 -22.2677 20.8387
H 1.8925 -23.5610 27.6178
H 2.7872 -22.1695 28.1757
H 3.2510 -23.7855 28.7003
H 3.6838 -21.7476 25.9967
H 2.6141 -22.9712 25.2070
H 4.1860 -22.8510 23.5873
H 4.6521 -24.2627 24.5240
H 6.6254 -23.4193 24.1292
H 7.1313 -20.8234 24.7250
H 5.3571 -20.8808 24.6120
H 6.3185 -20.0804 22.5950
H 5.1237 -21.4299 22.5006
H 7.6649 -22.9239 20.5507
H 6.9230 -21.3569 20.2252
H 5.8858 -22.7627 20.5600
C 12.0677 -25.0650 31.3778
O 10.9759 -24.2578 31.0422
C 9.7746 -25.0480 30.9109
C 8.6048 -24.1395 30.4982
N 7.2957 -24.8245 30.4510
C 7.1054 -25.9040 29.5178
C 5.6054 -26.1539 29.3695
O 5.1000 -26.4804 30.6138
C 3.8208 -27.0630 30.5211
H 11.8466 -25.7873 32.1764
H 12.8591 -24.4514 31.7808
H 12.4556 -25.5586 30.4726
H 9.5298 -25.4517 31.9160
H 9.9207 -25.9008 30.2181
H 8.8663 -23.7219 29.5253
H 8.4737 -23.2807 31.1472
H 6.9056 -25.0287 31.3679
H 7.5704 -26.8351 29.8729
H 7.5180 -25.6835 28.5230
H 5.4907 -27.0169 28.6779
H 5.0851 -25.2637 28.9207
H 3.7927 -27.9105 29.7913
H 3.0157 -26.3299 30.4278
H 3.5400 -27.5532 31.4841
C 2.2539 -26.6300 27.4149
O 1.6323 -27.1614 26.2397
C 2.3097 -26.8718 25.0373
C 1.5933 -27.3490 23.7742
N 0.3863 -26.5706 23.4597
C -0.2243 -27.1144 22.2421
C -1.5614 -26.5063 21.9779
O -2.4593 -26.7955 23.0374
C -3.4864 -27.6999 22.6888
H 3.2502 -27.0502 27.6008
H 1.6292 -26.7709 28.2839
H 2.3435 -25.5561 27.4130
H 3.2376 -27.4585 25.0892
H 2.5351 -25.8220 25.0491
H 1.3281 -28.4188 23.8986
H 2.3458 -27.2022 23.0103
H -0.2761 -26.6418 24.2438
H -0.4136 -28.2191 22.3231
H 0.4257 -26.9765 21.3930
H -1.9200 -26.8424 21.0109
H -1.4909 -25.4256 21.8757
H -4.0924 -27.9099 23.5666
H -3.0222 -28.6192 22.3017
H -4.1962 -27.3628 21.9214
```

As for the charge: 0. The total energy comes out at -151991.8027 eV. As for the LUMO energy: 0.03 eV. Its energy relative to the best compared isomer or geometry (same formula, charge and spin) is 22.2 kcal per mole.

Here are the Löwdin charges for atoms 1 to 6, given in e: -0.68 0.00 0.20 0.18 0.09 0.10

***

(3)
Density functional theory data (ωB97M-V/def2-TZVPD) for a cluster of 2 separate species, C4H12 in total in a non-equilibrium geometry.

Structure (XYZ):
```
16
Properties=species:S:1:pos:R:3
C -1.9490 1.7283 -0.0850
C -1.2043 0.9103 -1.1361
H -1.5222 2.7376 0.0339
H -3.0369 1.7960 -0.0970
H -1.6697 1.3041 0.9262
H -1.7285 0.6305 -2.0697
H -0.3222 1.5035 -1.3170
H -1.0203 -0.1453 -0.9392
C 1.9491 -1.3564 -0.0405
C 1.1565 -1.3027 1.2430
H 3.0336 -1.2377 -0.0252
H 1.7954 -2.3348 -0.4837
H 1.7074 -0.5896 -0.7838
H 0.0593 -1.3420 1.2172
H 1.6258 -2.0218 1.9098
H 1.1260 -0.2799 1.6473
```

As for the charge: 0. The total energy comes out at -4341.5988 eV. As for the LUMO energy: 1.12 eV. Its energy relative to the best compared isomer or geometry (same formula, charge and spin) is 21.4 kcal per mole.

Here are the Löwdin charges for atoms 1 to 6, given in e: -0.17 -0.18 0.06 0.06 0.07 0.07

***

(4)
Density functional theory data (ωB97M-V/def2-TZVPD) for an isolated molecule of C5H7N in a non-equilibrium geometry.

Structure (XYZ):
```
13
Properties=species:S:1:pos:R:3
C 0.9113 0.0540 1.9772
C 1.0569 -1.1119 1.5114
C 0.0329 0.2532 -0.6915
C -0.1709 -0.3608 1.0585
C -1.2283 0.2392 -1.5765
N 1.1676 0.7501 -0.7866
H 1.0727 0.8847 2.4997
H 1.7136 -2.0342 1.5025
H -1.2625 -0.6242 1.3134
H -2.0026 0.6748 -0.9270
H -1.6670 -0.7005 -1.7777
H -1.0979 0.8684 -2.3986
H 1.4743 1.1072 -1.7048
```

As for the charge: 0. The total energy comes out at -6784.0082 eV. As for the LUMO energy: 1.16 eV. Its energy relative to the best compared isomer or geometry (same formula, charge and spin) is 103.9 kcal per mole.

Here are the Löwdin charges for atoms 1 to 6, given in e: -0.06 -0.05 -0.30 -0.17 -0.05 0.10

***

- Which formula does entry 2 have?
  C49H142N32O25

***

- What is the formula in the third record?
  C4H12

***

- The highest charge belongs to which entry?
  C3H2O3Tb

***

- Among the records above, which one has the highest energy relative to the best compared isomer or geometry (same formula, charge and spin)?
  C5H7N